Entry 1:
The following is a DFT calculation (ωB97M-V with the def2-TZVPD basis set) of a molecular structure, C16H20AuNOSi.

## Properties
E_HOMO   -8.12 eV
Orbital gap   8.153 eV
Multiplicity   1
Energy   -32024.0317 eV

```
40
Properties=species:S:1:pos:R:3:lowdin_charge:R:1
Au 0.459 -0.797 -0.072 0.490
C -0.880 4.608 -1.400 -0.056
N -0.623 3.267 -0.930 -0.151
C 0.097 2.350 -1.793 -0.056
C -1.000 2.785 0.274 -0.517
C -1.803 3.671 1.200 0.019
O -0.708 1.648 0.611 -0.068
H -0.433 4.723 -2.385 0.082
H -0.433 5.357 -0.744 0.093
H -1.949 4.809 -1.493 0.094
H 0.383 2.852 -2.712 0.083
H -0.529 1.486 -2.028 0.083
H 0.991 1.982 -1.285 0.078
H -1.957 4.677 0.832 0.058
H -1.298 3.705 2.163 0.091
H -2.768 3.194 1.367 0.092
C -4.997 -3.014 1.129 -0.099
C -4.155 -3.974 0.595 -0.098
C -2.784 -3.795 0.641 -0.124
C -2.225 -2.665 1.222 -0.353
C -3.086 -1.691 1.714 -0.114
C -4.458 -1.860 1.676 -0.093
Si -0.351 -2.419 1.373 0.465
C -0.017 -1.949 3.184 -0.350
C -0.179 -2.875 4.208 -0.113
C 0.107 -2.553 5.523 -0.095
C 0.568 -1.285 5.840 -0.099
C 0.718 -0.345 4.836 -0.096
C 0.426 -0.678 3.526 -0.134
H -6.068 -3.163 1.121 0.098
H -4.570 -4.869 0.149 0.099
H -2.132 -4.551 0.222 0.091
H -2.666 -0.791 2.139 0.097
H -5.108 -1.097 2.080 0.099
H 0.228 -3.770 1.207 -0.048
H -0.538 -3.869 3.970 0.100
H -0.027 -3.292 6.303 0.099
H 0.802 -1.033 6.865 0.098
H 1.068 0.650 5.075 0.098
H 0.539 0.064 2.749 0.057
```



Entry 2:
The following is a DFT calculation (ωB97M-V with the def2-TZVPD basis set) of 6 unconnected molecules or ions with the total composition C16H20Cl20O7S in a non-equilibrium geometry.

## Properties
E_HOMO   -10.11 eV
Orbital gap   9.970 eV
Energy above the lowest of the compared OMol25 structures with the same formula, charge and spin   0.0 kcal per mole
Multiplicity   1
Structure (SMILES)   CCOCC[C@H]1OC(=O)O[C@H]1CCCCS(=O)(=O)O.ClC(Cl)(Cl)Cl.ClC(Cl)(Cl)Cl.ClC(Cl)(Cl)Cl.ClC(Cl)(Cl)Cl.ClC(Cl)(Cl)Cl
Energy   -292526.3243 eV

```
64
Properties=species:S:1:pos:R:3:lowdin_charge:R:1
C 3.885 3.304 1.937 -0.084
C 4.662 2.273 0.952 -0.266
O 3.735 1.448 0.207 -0.221
C 4.327 0.132 -0.085 -0.173
C 3.213 -0.688 -0.898 -0.103
C 2.196 -1.552 -0.005 -0.162
O 2.676 -2.936 -0.274 -0.062
C 3.004 -3.651 0.941 -0.338
O 2.972 -4.899 1.126 0.060
O 3.327 -2.626 1.928 0.018
C 2.327 -1.605 1.585 -0.234
C 2.236 -0.275 2.474 -0.109
C 1.018 0.709 2.111 -0.174
C -0.310 -0.020 1.571 -0.206
C -1.651 0.886 1.792 -0.206
S -1.775 2.188 0.468 0.717
O -0.804 1.960 -0.674 -0.345
O -1.530 3.542 1.100 -0.370
O -3.354 2.196 -0.107 -0.245
H 3.133 2.712 2.567 0.061
H 4.669 3.765 2.659 0.086
H 3.403 4.183 1.390 0.081
H 5.338 2.891 0.242 0.129
H 5.337 1.638 1.635 0.119
H 4.682 -0.406 0.872 0.132
H 5.194 0.342 -0.821 0.138
H 3.759 -1.367 -1.638 0.070
H 2.587 0.048 -1.535 0.092
H 1.171 -1.568 -0.507 0.151
H 1.350 -2.161 1.893 0.146
H 3.247 0.259 2.430 0.099
H 2.090 -0.618 3.570 0.134
H 1.402 1.551 1.418 0.115
H 0.714 1.240 3.098 0.125
H -0.236 -0.288 0.464 0.099
H -0.463 -0.960 2.210 0.121
H -1.702 1.313 2.863 0.125
H -2.553 0.183 1.663 0.113
H -3.315 2.069 -1.085 0.099
Cl -6.932 5.438 2.643 0.499
C -5.687 4.779 1.556 -1.999
Cl -4.802 6.116 0.791 0.531
Cl -4.556 3.779 2.491 0.547
Cl -6.459 3.784 0.301 0.491
Cl 1.672 -0.847 -3.892 0.555
C 2.368 -2.421 -4.340 -1.989
Cl 2.023 -2.756 -6.050 0.509
Cl 4.128 -2.386 -4.088 0.549
Cl 1.650 -3.694 -3.330 0.526
Cl -8.524 4.690 -2.483 0.504
C -8.628 6.316 -1.772 -2.010
Cl -7.299 7.319 -2.392 0.516
Cl -10.183 7.056 -2.212 0.518
Cl -8.505 6.199 -0.004 0.476
Cl -0.638 -5.006 2.827 0.500
C -0.558 -6.678 2.227 -2.024
Cl 0.483 -6.742 0.790 0.540
Cl 0.113 -7.729 3.493 0.519
Cl -2.193 -7.233 1.802 0.508
Cl -1.560 -3.370 -4.971 0.497
C -1.486 -5.039 -5.579 -2.020
Cl -0.453 -5.098 -7.023 0.503
Cl -0.810 -6.099 -4.323 0.504
Cl -3.123 -5.588 -5.999 0.519
```



Entry 3:
The following is a DFT calculation (ωB97M-V with the def2-TZVPD basis set) of 11 unconnected molecules or ions with the total composition C16H20Cl30O7S in a non-equilibrium geometry.

## Properties
E_HOMO   -10.43 eV
Orbital gap   9.654 eV
Multiplicity   1
Structure (SMILES)   CC(=O)OCCOC(=O)OS(C)(=O)=O.ClC(Cl)Cl.ClC(Cl)Cl.ClC(Cl)Cl.ClC(Cl)Cl.ClC(Cl)Cl.ClC(Cl)Cl.ClC(Cl)Cl.ClC(Cl)Cl.ClC(Cl)Cl.ClC(Cl)Cl
Energy   -417747.6975 eV

```
74
Properties=species:S:1:pos:R:3:lowdin_charge:R:1
C -0.354 -2.447 -3.000 -0.076
C 1.002 -2.057 -3.898 -0.277
O 1.085 -0.764 -4.281 -0.014
O 1.966 -3.111 -4.250 -0.160
C 3.245 -2.965 -3.538 -0.118
C 3.127 -2.872 -1.906 -0.124
O 3.693 -1.587 -1.447 -0.060
C 2.770 -0.942 -0.476 -0.259
O 1.693 -0.330 -1.007 0.023
O 3.039 -1.031 0.991 -0.162
S 2.884 0.527 1.695 0.825
C 1.193 0.835 2.472 -0.189
O 3.936 0.621 2.859 -0.363
O 3.260 1.683 0.708 -0.360
H -0.906 -1.488 -2.595 0.077
H -1.034 -3.073 -3.751 0.077
H -0.043 -3.170 -2.126 -0.010
H 3.916 -2.075 -3.901 0.153
H 3.867 -3.957 -3.769 0.152
H 2.039 -2.992 -1.482 0.128
H 3.785 -3.728 -1.424 0.149
H 0.393 0.556 1.662 0.047
H 1.124 1.967 2.824 -0.008
H 1.093 0.124 3.425 0.096
Cl 4.574 3.473 -3.893 0.521
C 4.124 3.920 -2.238 -1.522
Cl 5.018 5.358 -1.717 0.512
Cl 2.378 4.197 -2.122 0.481
H 4.387 3.092 -1.575 0.007
Cl -0.898 3.275 -2.306 0.503
C -1.289 1.575 -1.993 -1.498
Cl -1.749 1.345 -0.297 0.524
Cl -2.585 1.027 -3.069 0.498
H -0.398 0.975 -2.193 -0.004
Cl -2.527 -1.174 4.821 0.511
C -2.094 0.527 5.069 -1.494
Cl -0.613 0.657 6.032 0.510
Cl -1.900 1.353 3.513 0.528
H -2.906 1.012 5.617 0.027
Cl -3.640 -4.521 4.426 0.500
C -5.086 -4.326 5.431 -1.536
Cl -4.657 -4.351 7.150 0.516
Cl -5.929 -2.822 5.022 0.507
H -5.760 -5.163 5.232 0.018
Cl -0.856 5.715 5.137 0.555
C 0.400 4.598 5.697 -1.470
Cl -0.030 3.919 7.277 0.539
Cl 0.654 3.304 4.513 0.551
H 1.334 5.155 5.804 0.028
Cl -4.011 6.302 8.706 0.517
C -2.258 6.550 8.632 -1.561
Cl -1.882 8.261 8.368 0.515
Cl -1.485 5.966 10.116 0.507
H -1.864 5.976 7.790 -0.070
Cl -5.945 1.667 -5.157 0.512
C -5.513 3.367 -4.909 -1.524
Cl -4.031 3.498 -3.946 0.480
Cl -5.318 4.193 -6.465 0.518
H -6.324 3.852 -4.360 0.018
Cl 0.002 -5.302 -2.661 0.606
C -0.066 -6.264 -4.147 -1.471
Cl 0.017 -5.213 -5.572 0.573
Cl 1.245 -7.456 -4.177 0.501
H -1.018 -6.799 -4.169 0.024
Cl 1.911 -11.586 -4.740 0.515
C 1.065 -11.688 -3.187 -1.533
Cl 0.171 -10.191 -2.866 0.487
Cl -0.029 -13.082 -3.164 0.517
H 1.809 -11.820 -2.397 0.019
Cl 2.285 8.073 -4.433 0.518
C 1.439 7.971 -2.879 -1.533
Cl 0.546 9.467 -2.558 0.516
Cl 0.346 6.577 -2.857 0.474
H 2.183 7.838 -2.090 0.015
```